38
Properties=species:S:1:pos:R:3:forces:R:3:lowdin_charge:R:1 method="wB97M-V/def2-TZVPD" e_tot_ha=-1299.4510 spin_multiplicity=1
O -1.8484 -1.3837 0.3156 0.9 1.0 0.6 0.055
F 0.2000 -3.7098 -4.9977 1.5 0.7 0.6 0.148
F 2.3824 -3.1841 -4.8378 -1.7 0.1 0.1 0.147
N 1.0234 3.1848 -0.5964 0.5 0.1 -0.5 0.127
N -0.6148 1.5482 2.0673 0.2 -1.1 -0.3 0.166
O 0.8128 -1.5527 -5.0038 0.4 -1.7 0.0 0.157
O 1.0445 -2.8411 -3.0415 -0.1 0.9 -2.3 0.148
C -1.3397 -0.7785 1.2690 -2.1 -1.5 -0.3 -0.355
C 1.4226 4.3295 -0.0954 -2.3 -1.2 2.1 -0.090
C 0.0306 2.5579 1.5185 -0.6 0.8 1.6 -0.287
C 1.0603 4.7362 1.2750 -0.3 -2.1 0.3 -0.039
C 0.3990 3.8348 2.1143 0.8 0.4 -2.2 0.044
C -0.6859 0.5520 1.0807 0.9 2.0 0.7 -0.092
C -0.0798 1.0589 -0.0745 -0.7 -2.6 -1.3 -0.094
C -0.0040 0.4863 -3.8877 0.3 0.8 0.7 0.038
C -0.1962 1.0757 -2.5930 0.2 -0.5 -0.4 -0.009
C 0.5005 -0.9599 -1.5022 0.4 -0.2 -1.3 0.073
C 0.4821 -0.8127 -3.9264 -0.6 1.4 1.2 -0.223
C 0.6784 -1.5324 -2.7722 -0.6 0.9 2.1 -0.159
C 0.0965 0.3742 -1.3967 -0.3 0.7 -1.0 -0.137
N 0.3287 2.3153 0.1991 1.1 1.7 0.5 0.008
N -1.5392 -1.3341 2.5365 0.7 1.9 -1.2 -0.040
C 1.1110 -2.8282 -4.4762 0.2 -0.6 0.0 -0.505
C -0.5208 -1.3222 3.5792 0.6 0.7 1.1 -0.148
C -1.8108 -2.7502 2.7051 -0.9 -0.9 -1.0 -0.156
C -0.7096 -2.8432 3.7364 1.3 -1.0 0.5 -0.137
H 1.8871 5.0352 -0.7493 0.4 0.0 -0.4 0.100
H 1.3842 5.6790 1.6593 0.1 0.5 0.0 0.084
H 0.1784 4.0727 3.1545 -0.1 -0.3 -0.4 0.115
H -0.1162 1.0665 -4.8235 -0.1 -0.4 0.8 0.128
H -0.5796 2.0996 -2.4786 0.3 -0.5 -0.4 0.109
H 0.7186 -1.5394 -0.6440 0.1 -0.5 0.7 0.119
H -0.7782 -0.7891 4.5206 -0.1 0.0 -0.8 0.117
H 0.4230 -0.8982 3.2029 -0.1 -0.5 0.3 0.114
H -2.8366 -2.9399 3.0647 0.4 0.0 -0.2 0.124
H -1.6229 -3.3467 1.7910 -0.3 0.4 0.4 0.123
H 0.1506 -3.4671 3.3790 -0.7 0.6 0.4 0.118
H -1.0321 -3.1935 4.7283 0.3 0.2 -0.3 0.105

---

42
Properties=species:S:1:pos:R:3:forces:R:3:lowdin_charge:R:1 method="wB97M-V/def2-TZVPD" e_tot_ha=-1480.3153 spin_multiplicity=1
O -1.7024 0.2654 0.5624 1.4 -1.5 -1.8 -0.317
O -2.0112 -1.2734 -1.4991 2.3 2.1 2.2 -0.328
N 1.2958 -0.8588 1.5155 -0.2 0.2 -1.7 0.106
N 1.6760 -0.2122 2.5626 0.0 3.1 -0.5 0.057
N 1.1252 1.1361 0.2230 1.1 2.9 0.2 0.179
N 0.8151 -4.4614 -0.4650 -1.6 -0.3 -0.5 0.085
C 1.0323 -0.1372 0.3472 1.1 -0.5 3.1 -0.435
C 1.7637 1.1910 2.4632 0.4 0.1 -1.7 -0.018
C 0.3326 -5.5662 0.1386 0.4 -0.9 1.0 -0.133
C 1.5609 1.9274 1.2551 -1.0 -3.3 0.4 -0.151
C 0.1461 -3.3188 -0.2944 0.1 1.0 2.7 -0.236
C -0.7081 -5.5788 1.1015 -0.4 0.2 -0.6 -0.076
C -0.8231 -3.2056 0.7816 0.4 -1.0 -2.0 -0.017
C -1.3332 -4.3746 1.3356 0.3 1.2 0.9 -0.099
C 2.6201 5.1329 -0.5425 -1.2 -1.0 1.6 -0.057
C 2.2377 6.1803 0.3674 0.1 -1.3 0.4 -0.042
C 2.3062 3.7321 -0.2622 -0.2 3.7 2.4 0.000
C 1.6568 5.7135 1.6262 0.3 1.0 -2.1 -0.042
C 1.7284 3.3756 0.9701 0.3 0.6 -0.2 -0.131
C 1.3785 4.3805 1.9084 1.9 -0.5 -1.3 -0.267
N 0.4851 -0.7209 -0.7633 -2.6 -2.0 -0.6 -0.112
C 0.7659 4.0305 3.1901 -2.1 -1.3 1.4 -0.074
C 0.6780 -2.1371 -1.1561 -1.4 -1.1 -0.8 -0.121
C -1.2459 1.2091 -1.7998 -0.7 -0.3 1.5 -0.120
S -1.2233 -0.2368 -0.7451 -2.9 -0.5 -1.7 0.743
H 2.1322 1.8067 3.2619 0.0 -0.7 0.9 0.093
H 0.8958 -6.4858 -0.1064 -0.4 0.5 0.3 0.104
H -1.1879 -6.3190 1.7702 1.2 -0.7 -1.2 0.109
H -1.2343 -2.3019 1.1562 -0.2 0.9 -0.3 0.074
H -2.1437 -4.3416 2.1015 0.8 0.2 -0.7 0.121
H 3.1708 5.2951 -1.4474 0.0 0.5 -0.3 0.081
H 2.4290 7.3158 0.1438 -0.4 -2.5 0.5 0.132
H 2.6645 2.9505 -0.8298 0.6 -1.3 -1.7 0.077
H 1.3349 6.4360 2.3657 0.1 0.2 0.0 0.103
H 0.1538 3.0450 3.0846 1.0 1.8 0.4 0.113
H 0.0439 4.8443 3.2862 -0.2 -0.3 0.9 0.078
H 1.3769 3.9600 4.1464 -0.4 0.2 -1.4 0.112
H 0.1900 -2.2788 -2.1706 0.2 0.5 1.2 0.136
H 1.6983 -2.3556 -1.4214 0.7 0.3 0.5 0.113
H -2.2883 1.4196 -1.9830 -0.4 -0.1 0.1 0.072
H -0.7633 1.0333 -2.7028 1.0 -0.5 -1.5 0.047
H -0.8044 2.0092 -1.2508 0.4 0.5 0.3 0.043

---

54
Properties=species:S:1:pos:R:3:forces:R:3:lowdin_charge:R:1 method="wB97M-V/def2-TZVPD" e_tot_ha=-1688.7825 spin_multiplicity=5 s2=6.01
O 0.2499 1.5094 -3.6539 -0.1 -0.7 0.2 -0.163
C 1.0708 2.2002 -4.6347 -0.5 -0.1 0.5 -0.134
C -0.1684 2.9162 -5.1795 -0.1 -0.7 -0.2 -0.060
H 1.5273 1.4518 -5.2844 0.2 0.3 -0.1 0.112
H 1.8118 2.8664 -4.1699 -0.1 -0.4 -0.1 0.121
C -0.9582 2.2274 -4.0501 -0.1 0.3 0.3 -0.553
H -0.4630 2.4872 -6.1484 0.0 0.6 0.1 0.116
H -0.1618 3.9915 -5.1574 0.0 0.4 -0.2 0.111
C -2.0889 1.3572 -4.5523 -0.3 -0.2 -0.4 -0.011
H -1.7012 0.6564 -5.2903 -0.3 0.0 0.2 0.048
H -2.8287 1.9743 -5.0967 0.3 -0.1 0.4 0.108
H -2.6097 0.8161 -3.7468 0.3 0.2 -0.4 0.073
C -1.4240 3.0379 -2.8561 0.1 0.0 0.1 -0.006
H -0.5660 3.5340 -2.3966 -0.2 0.2 -0.1 0.090
H -1.8302 2.3464 -2.0945 0.1 0.4 -0.4 0.076
H -2.1902 3.7601 -3.1641 0.1 -0.1 0.2 0.097
Pm 0.3612 -0.9667 -1.7637 -0.4 2.8 1.8 1.882
C 1.1325 0.4937 0.7464 0.3 -0.1 0.2 -0.204
C 2.1592 -0.4408 0.5177 0.5 0.9 0.1 -0.189
C 2.8178 -0.0961 -0.6949 -0.5 0.5 0.0 -0.213
H 2.4531 -1.2352 1.1996 -0.2 0.2 -0.3 0.107
C 2.1726 1.0643 -1.2216 -0.3 -0.4 0.5 -0.243
C 1.0960 1.4017 -0.3322 0.6 -0.1 -0.7 -0.212
H 0.3909 2.2181 -0.4768 0.2 -0.2 0.1 0.084
H 0.4985 0.5028 1.6385 0.3 0.1 -0.6 0.101
H 3.6837 -0.5881 -1.1157 0.0 0.0 0.0 0.093
H 2.4917 1.6223 -2.0917 -0.1 -0.1 0.0 0.077
C -1.1839 -1.2524 0.7027 -0.5 -0.1 -0.5 -0.184
C -1.6778 -0.0459 0.1338 -0.2 -0.9 -0.4 -0.188
C -2.2623 -0.3674 -1.1264 -0.1 0.1 0.1 -0.245
H -1.6277 0.9395 0.5950 0.1 -0.3 -0.3 0.103
C -2.1752 -1.7857 -1.3111 0.1 -0.2 0.2 -0.252
C -1.4905 -2.3244 -0.1787 -0.7 0.4 -0.3 -0.210
H -1.2921 -3.3836 0.0067 0.0 0.5 -0.1 0.108
H -0.6439 -1.3590 1.6465 -0.3 0.1 -0.5 0.108
H -2.7550 0.3485 -1.7977 0.2 -0.5 0.5 0.067
H -2.5860 -2.3754 -2.1358 0.1 0.3 0.3 0.092
O 0.6621 -1.4304 -4.4870 -0.5 -0.1 -2.9 -0.227
C -0.1462 -1.1749 -5.7554 -0.2 -0.7 0.8 -0.137
C 0.5513 -1.8373 -6.9471 -0.6 0.0 0.1 -0.162
H -0.1483 -0.1088 -5.8980 -0.3 0.3 0.2 0.072
H -1.1886 -1.6107 -5.6606 1.1 0.7 0.3 0.146
C 1.3577 -2.9621 -6.3147 -0.7 0.1 0.4 -0.150
H 1.1438 -1.0759 -7.5010 -0.2 -0.8 0.3 0.122
H -0.1735 -2.3154 -7.6230 0.1 0.7 0.0 0.115
C 1.3761 -2.6587 -4.8136 -0.4 -0.3 -0.7 -0.216
H 2.3044 -2.9917 -6.8221 0.6 -0.4 0.3 0.104
H 0.8514 -3.9444 -6.3257 0.3 0.5 -0.9 0.122
H 2.3910 -2.6423 -4.4936 0.5 0.3 0.8 0.112
H 0.7954 -3.4167 -4.3157 0.4 -0.5 0.1 0.104
O 1.1742 -2.5682 -0.2290 0.6 -2.2 -1.1 -0.180
C 1.5967 -3.2462 -1.2008 -0.4 1.1 0.6 -0.431
O 1.4418 -2.8354 -2.4072 0.6 -1.2 1.3 -0.242
H 2.1218 -4.1705 -1.0316 0.3 -0.7 0.1 0.136

---

62
Properties=species:S:1:pos:R:3:forces:R:3:lowdin_charge:R:1 method="wB97M-V/def2-TZVPD" e_tot_ha=-1099.0091 spin_multiplicity=1
C 3.1263 -2.6357 -3.7821 0.0 0.0 0.2 -0.100
H 2.5598 -3.4366 -4.2497 0.0 -0.1 -0.1 0.064
H 2.9322 -1.7155 -4.3294 0.0 0.1 -0.1 0.074
C 2.7439 -2.4760 -2.3144 -0.2 0.2 -0.2 -0.237
H 2.9634 -3.4035 -1.7830 0.1 0.0 0.1 0.112
H 3.3627 -1.6860 -1.8831 0.1 0.0 0.1 0.104
C 1.2617 -2.1265 -2.1246 -0.1 -0.1 0.3 -0.344
C 0.3825 -3.3639 -2.2880 0.1 0.2 -0.1 -0.061
H -0.6676 -3.0825 -2.2831 -0.2 0.0 0.0 0.070
H 0.5633 -4.0479 -1.4633 0.0 -0.1 0.1 0.075
H 0.5949 -3.8732 -3.2241 0.0 -0.1 -0.1 0.067
H 0.9792 -1.3921 -2.8865 0.0 0.1 0.0 0.139
C 0.9822 -1.4825 -0.7508 0.1 0.2 -0.3 -0.306
N 1.3865 -2.4011 0.2998 0.3 -0.2 0.0 -0.025
H 2.3978 -2.4755 0.3041 -0.1 0.0 0.0 0.107
C 0.9097 -2.1115 1.6406 -0.2 -0.3 0.1 -0.206
H 1.5440 -2.6769 2.3292 0.0 0.1 0.0 0.117
C -0.5433 -2.5842 1.8375 0.3 0.2 0.1 -0.129
C -1.5711 -1.5903 1.3793 -0.1 0.0 0.2 -0.255
C -1.7274 -0.3845 2.0481 0.0 -0.3 -0.1 -0.050
C -2.6611 0.5545 1.6412 -0.2 0.2 -0.1 -0.033
C -3.4644 0.2993 0.5353 0.0 -0.1 -0.1 -0.284
C -3.3237 -0.9169 -0.1347 -0.1 0.2 0.0 0.008
C -2.3953 -1.8445 0.2874 -0.1 0.1 0.1 -0.045
H -2.3051 -2.7838 -0.2390 0.0 -0.1 -0.1 0.111
H -3.9601 -1.1108 -0.9837 -0.1 0.0 -0.1 0.118
O -4.4026 1.1527 0.0354 0.1 -0.4 -0.1 -0.083
C -4.5703 2.4054 0.6585 0.0 0.2 0.1 -0.083
H -3.6483 2.9939 0.6327 -0.1 0.0 0.0 0.078
H -5.3430 2.9155 0.0853 0.1 0.0 0.1 0.094
H -4.9064 2.2942 1.6947 0.0 0.0 0.0 0.096
H -2.7534 1.4758 2.1933 0.0 0.1 0.0 0.107
H -1.1100 -0.1662 2.9071 0.1 0.0 0.1 0.111
H -0.6921 -2.7741 2.9034 0.0 -0.1 0.0 0.115
H -0.6659 -3.5248 1.3001 0.0 -0.1 0.1 0.114
H 0.9877 -1.0472 1.9121 0.0 0.0 0.1 0.103
H -0.1009 -1.3559 -0.6678 0.1 0.1 -0.1 0.123
C 1.6127 -0.0739 -0.6292 -0.1 -0.1 -0.1 -0.162
N 0.6001 0.9035 -0.2760 -0.2 0.1 0.1 -0.009
H 0.1376 0.6166 0.5846 0.1 0.0 0.0 0.076
C 1.0979 2.2570 -0.0785 -0.2 0.3 0.3 -0.295
C 1.6133 2.4867 1.3539 0.0 -0.1 -0.3 -0.190
N 0.6256 2.0431 2.3180 -0.3 0.2 0.0 -0.124
H -0.2482 2.5287 2.1271 0.1 -0.1 0.0 0.093
C 1.0297 2.2685 3.6881 0.1 0.0 0.0 -0.132
H 0.2297 1.9446 4.3520 0.0 0.0 0.1 0.073
H 1.2664 3.3207 3.9094 0.0 0.0 0.0 0.077
H 1.9194 1.6708 3.8969 0.0 0.0 0.1 0.078
H 1.8876 3.5503 1.4765 0.0 -0.1 0.0 0.120
H 2.5224 1.8939 1.5131 0.0 0.1 0.0 0.115
C -0.0330 3.2429 -0.4579 0.6 0.1 -0.6 -0.391
C -0.2704 3.2040 -1.9667 0.0 0.1 0.4 -0.040
H -0.4454 2.1746 -2.2717 0.0 -0.1 -0.1 0.076
H -1.1407 3.8050 -2.2189 -0.1 0.1 -0.1 0.079
H 0.5929 3.5918 -2.4998 0.1 0.0 -0.1 0.077
H 0.2436 4.2571 -0.1480 0.0 -0.1 0.0 0.145
O -1.2262 2.9528 0.2365 -0.3 -0.1 0.2 -0.057
H -1.4702 2.0493 -0.0107 -0.1 -0.1 0.0 0.069
H 1.9265 2.4329 -0.7739 0.0 0.0 0.0 0.147
H 2.4417 -0.1085 0.1005 0.0 0.0 -0.1 0.122
H 2.0366 0.2382 -1.5891 0.1 -0.1 0.0 0.118
H 4.1844 -2.8715 -3.8740 0.1 0.0 -0.1 0.069

---

27
Properties=species:S:1:pos:R:3:forces:R:3:lowdin_charge:R:1 method="wB97M-V/def2-TZVPD" e_tot_ha=-598.4379 charge=+1 spin_multiplicity=1
C -0.4001 1.0289 -0.4708 -0.9 -0.7 -0.8 -0.095
C -0.0068 -0.2164 0.7102 1.1 -1.3 -0.6 -0.185
C -0.3368 0.3797 1.9029 -0.6 2.9 0.5 -0.055
C 0.4468 2.6375 1.0235 -1.2 -2.0 0.1 -0.343
C 0.3114 1.7408 2.2771 1.7 -0.6 1.1 0.022
C -1.7287 0.1389 2.3905 -0.5 0.5 -2.0 0.015
C 0.4313 0.3505 -1.6627 -3.3 -1.7 1.6 -0.020
C 1.8903 -1.7859 -1.5532 -3.2 0.2 -2.1 0.014
C -0.7160 -1.9945 -1.9700 2.2 0.9 1.5 0.018
C 0.4862 -1.1512 -1.3450 -0.6 -1.6 1.0 -0.467
N 0.0572 2.2541 -0.0852 0.0 0.5 -1.3 0.184
N 0.3851 -1.2573 0.1530 -0.8 0.8 0.1 0.197
F 0.8801 3.8296 1.1868 0.5 1.1 0.7 0.207
H -0.2462 2.2575 3.0607 -0.6 0.0 -0.3 0.128
H 1.3459 1.7719 2.8098 -1.3 -0.8 -1.3 0.180
H -2.1985 -0.5917 1.6828 0.0 0.9 0.6 0.122
H -2.3052 1.0950 2.5441 0.5 -1.0 -0.2 0.133
H -1.6992 -0.3890 3.2945 0.2 -0.7 1.8 0.091
H -1.5360 0.9532 -0.5698 1.5 0.3 0.1 0.184
H 1.3464 0.7592 -1.5611 3.2 1.4 0.0 0.083
H 0.0304 0.4586 -2.6580 -0.4 0.7 -0.1 0.138
H 1.8215 -2.7879 -1.9288 -0.1 -0.6 -0.1 0.090
H 2.3586 -1.7633 -0.6455 1.8 0.2 1.9 0.056
H 2.2351 -1.1639 -2.3198 1.8 0.6 -1.0 0.072
H -1.5726 -1.3668 -2.0309 -1.0 0.2 0.0 0.066
H -0.4431 -2.3504 -2.9334 0.2 -0.2 -0.9 0.077
H -0.8371 -2.8371 -1.3016 -0.4 -0.2 0.0 0.088